# 1
ORCA calculation (ωB97M-V with the def2-TZVPD basis set) on C41H49CaCl3NO2S as an isolated structure.

ORCA input file:
```
! wB97M-V def2-TZVPD RIJCOSX def2/J DEFGRID3
* xyz -1 1
Ca 0.70634 -2.92321 -0.02636
C -1.12935 4.03350 2.40146
C -0.15283 2.98663 2.96364
C -0.37561 2.81398 4.46746
C 1.27813 3.51577 2.77313
C -0.30446 1.67832 2.18641
C 0.21289 1.52315 0.97024
C 0.12133 0.13754 0.53232
N 0.74861 -0.54909 -0.35105
C 1.71629 -0.07091 -1.26109
C 1.82701 1.23010 -1.70778
C 2.91260 1.63635 -2.48400
C 3.87966 0.68192 -2.74951
C 3.78979 -0.65974 -2.35720
C 2.61529 -1.09817 -1.70609
O 2.32580 -2.33970 -1.42466
C 4.93314 -1.59529 -2.78516
C 4.83264 -1.84579 -4.29721
C 6.29148 -0.94031 -2.47841
C 4.94020 -2.95452 -2.07548
C 2.98748 3.08041 -2.97609
C 2.92513 4.04412 -1.78114
C 4.27808 3.36395 -3.74493
C 1.80136 3.36723 -3.90789
C -0.72406 -0.61150 1.50585
O -0.57974 -1.90692 1.66124
C -2.24017 0.42352 3.45073
C -0.93827 0.36570 2.70205
C -4.34265 -0.83921 2.67996
C -4.40494 -1.66241 3.92214
C -5.23143 -1.25137 1.55379
C -5.08569 1.36118 3.73693
H -1.03739 4.96988 2.95948
H -2.16489 3.69808 2.46651
H -0.91399 4.23007 1.34925
H -0.23541 3.77794 4.96431
H 0.34676 2.11216 4.88925
H -1.37084 2.44293 4.69813
H 1.40487 4.44242 3.33919
H 1.49867 3.73099 1.72810
H 2.01115 2.79058 3.13025
H 0.76098 2.29077 0.44843
H 1.04554 1.93689 -1.46305
H 4.75161 0.97745 -3.31602
H 4.88152 -0.90877 -4.85644
H 3.88592 -2.33403 -4.53617
H 5.64816 -2.49270 -4.63523
H 6.46222 -0.02787 -3.05028
H 7.09799 -1.63629 -2.72356
H 6.36409 -0.69225 -1.41749
H 4.05935 -3.54338 -2.30910
H 4.97206 -2.83370 -0.99146
H 5.83459 -3.50371 -2.38642
H 3.73515 3.83642 -1.07945
H 1.98135 3.94850 -1.24070
H 3.01320 5.08136 -2.11761
H 5.15863 3.19436 -3.12210
H 4.28987 4.40713 -4.07015
H 4.36074 2.73442 -4.63307
H 0.85161 3.20064 -3.39699
H 1.83213 2.70850 -4.77800
H 1.82334 4.40452 -4.25577
H -0.24841 0.00108 3.47694
H -4.28287 -2.71781 3.66209
H -5.38612 -1.56117 4.41962
H -3.63194 -1.39140 4.63477
H -5.23856 -2.34142 1.46345
H -4.95558 -0.83547 0.58911
H -6.26738 -0.93590 1.75611
H -5.00272 2.31957 4.23400
H -5.79627 0.58598 3.94800
H -3.31379 2.25040 3.13994
Cl -1.72854 -4.12925 -0.89945
C -1.75906 -5.81320 -0.39629
C -2.97602 -6.44681 -0.57229
C -3.11225 -7.77442 -0.20943
C -2.01744 -8.43619 0.32322
C -0.81485 -7.77473 0.48725
Cl 0.49632 -8.69525 1.16236
C -0.60988 -6.41922 0.13919
S 0.93069 -5.65564 0.35465
H -3.80509 -5.89383 -0.99172
H -4.05635 -8.28560 -0.33950
H -2.08578 -9.47424 0.61839
Cl -3.72816 0.91482 2.87479
C -3.68505 1.40074 1.08554
C -4.33595 2.58500 0.82608
C -4.13322 3.22254 -0.38518
C -3.25700 2.65014 -1.30206
C -2.63053 1.44613 -1.02493
C -2.82916 0.76189 0.17844
C -2.19813 -0.55170 0.39436
H -4.98955 2.99079 1.59384
H -4.64821 4.14561 -0.61541
H -3.07088 3.14426 -2.24756
H -1.96726 0.99679 -1.75662
H -2.01191 -1.00519 -0.57972
H -2.81620 -1.21587 0.97090
*
```

Computed properties:
LUMO (spin up / spin down) (eV): 2.283 / 2.278
Gap between HOMO and LUMO (spin up / spin down) (eV): 6.76 / 6.74
Energy above the lowest of the compared OMol25 structures with the same formula, charge and spin (kcal/mol): 391.3
HOMO level (spin up / spin down) (eV): -4.479 / -4.461


# 2
ORCA calculation (ωB97M-V with the def2-TZVPD basis set) on C41H49N3OS2Ti as an isolated structure.

ORCA input file:
```
! wB97M-V def2-TZVPD RIJCOSX def2/J DEFGRID3
* xyz -2 3
Ti 0.25260 0.38113 0.16325
C 1.94602 -3.78050 1.43883
C 2.76014 -2.64945 2.00752
C 4.10878 -2.85283 2.25294
C 4.86996 -1.93440 2.96477
C 4.23857 -0.79299 3.43770
C 2.90223 -0.53114 3.17607
C 2.30360 0.77782 3.60746
C 2.11841 -1.44759 2.41854
N 0.80861 -1.21558 2.10375
C -0.05008 -0.84840 3.12669
C 0.08623 -1.47768 4.49598
C -1.10309 -0.05637 2.82723
C -2.18462 0.32244 3.79872
N -1.15695 0.36983 1.50702
C -2.29206 1.06994 0.99348
C -3.42750 0.37962 0.68496
C -3.64068 -1.04426 1.10877
C -4.40507 0.96572 -0.27995
C -4.34860 3.43344 0.28186
C -2.99023 3.44698 0.41949
C -2.02770 2.45189 0.70427
C -0.58440 2.87186 0.65695
H 2.48682 -4.30895 0.65055
H 0.99625 -3.42486 1.05585
H 1.71665 -4.50612 2.22775
H 4.56305 -3.77960 1.91037
H 5.92337 -2.10604 3.15066
H 4.81011 -0.05059 3.98958
H 3.09351 1.49010 3.85991
H 1.64366 0.68262 4.47303
H 1.69996 1.18794 2.79529
H 1.05150 -1.97410 4.60228
H -0.69574 -2.22769 4.66681
H 0.00014 -0.74242 5.30122
H -1.76731 0.65967 4.75114
H -2.86359 -0.50976 4.02400
H -2.79092 1.13187 3.39046
H -2.69684 -1.50933 1.39962
H -4.07211 -1.63789 0.29415
H -4.32712 -1.14422 1.96413
H -5.16144 0.19994 -0.50178
H -4.82598 4.35979 -0.01653
H -2.55700 4.43790 0.27183
H -0.51023 3.92351 0.35507
H 0.03896 2.42130 -0.18155
H -0.00864 2.75336 1.58316
S -0.34727 0.88279 -3.48016
C -1.96805 1.23130 -2.93360
N -2.44424 0.86148 -1.79470
C -3.72109 1.29512 -1.58268
C -5.20911 2.20375 0.27380
C -6.48537 2.44876 -0.47762
C -6.59731 2.61461 -1.82109
C -5.57815 2.52640 -2.80263
C -4.28636 2.00073 -2.63905
S -3.09152 2.13011 -3.91959
H -5.49534 1.89107 1.28603
H -7.39687 2.54549 0.10708
H -7.58117 2.87748 -2.20532
H -5.83181 2.88459 -3.79482
C -1.19530 -2.05641 -2.45529
C 0.26084 -1.60408 -2.33825
C 0.83282 -2.24310 -1.06932
C 0.35239 -0.07156 -2.12418
C 1.07940 -2.01970 -3.55660
C 0.50074 -2.27558 -4.79900
C 1.27543 -2.58733 -5.90897
C 2.65556 -2.65477 -5.80776
C 3.25091 -2.40140 -4.57830
C 2.47400 -2.08914 -3.47602
H -1.72580 -1.80031 -1.53617
H -1.25246 -3.13800 -2.61352
H -1.71805 -1.55527 -3.27087
H 0.15141 -2.09504 -0.22112
H 1.81082 -1.85493 -0.77321
H 0.92560 -3.33013 -1.17589
H 1.41263 0.19429 -2.20316
H -0.57323 -2.22152 -4.90650
H 0.79180 -2.77365 -6.86050
H 3.26044 -2.89927 -6.67271
H 4.32884 -2.44537 -4.47616
H 2.96084 -1.88576 -2.53068
C 4.47406 0.73044 0.50739
C 3.24945 1.50992 0.02315
C 3.37657 1.77390 -1.48241
C 3.15077 2.85033 0.76119
O 2.10421 0.76043 0.27778
H 5.40146 1.27240 0.29721
H 4.51234 -0.24054 0.01013
H 4.40246 0.54307 1.57420
H 4.23998 2.40740 -1.70305
H 2.47578 2.26679 -1.85565
H 3.49633 0.83183 -2.02172
H 4.05250 3.45072 0.61433
H 3.01457 2.67645 1.83008
H 2.29231 3.41525 0.39254
*
```

Computed properties:
LUMO (spin up / spin down) (eV): 4.309 / 4.301
Gap between HOMO and LUMO (spin up / spin down) (eV): 4.30 / 4.24
Energy above the lowest of the compared OMol25 structures with the same formula, charge and spin (kcal/mol): 98.7
HOMO level (spin up / spin down) (eV): 0.006 / 0.062


# 3
ORCA calculation (ωB97M-V with the def2-TZVPD basis set) on C41H49N4O6P2RbS as an isolated structure.

ORCA input file:
```
! wB97M-V def2-TZVPD RIJCOSX def2/J DEFGRID3
* xyz -2 1
Rb -1.98709 -0.72756 0.91454
C 0.04706 -4.14831 2.80305
C -1.42697 -4.24148 3.24132
N -2.37822 -3.89521 2.26481
C -2.77679 -4.76045 1.19776
C -1.61984 -5.15672 0.27213
S -0.87784 -3.67758 -0.48242
C 0.86179 -3.68446 -0.05337
C 1.25115 -2.78658 1.11885
N 0.38076 -2.84008 2.29323
H 0.26090 -4.85607 1.98635
H 0.75415 -4.49661 3.62332
H -1.56669 -3.59974 4.06553
H -1.59271 -5.25733 3.58975
H -3.03565 -3.14526 2.52485
H -3.49286 -4.17519 0.58970
H -3.28002 -5.69245 1.55877
H -1.98517 -5.87680 -0.46929
H -0.87080 -5.72736 0.79477
H 1.33503 -3.36835 -0.98019
H 1.26452 -4.80254 0.05744
H 1.37463 -1.78812 0.77791
H 2.31338 -3.08508 1.47832
H 0.47469 -2.14931 2.97603
O -5.18698 2.33929 3.97621
C -4.01613 2.12898 4.57957
O -3.46650 3.03136 5.20983
C -3.32241 0.88426 4.35419
C -2.14573 0.55626 5.06095
N -1.73312 -0.68828 4.70780
N -2.63683 -1.19092 3.87833
C -3.67371 -0.32133 3.68924
C -4.79789 -0.57901 2.69553
O -5.63372 0.36119 2.54305
O -4.80149 -1.62718 2.07626
H -5.42587 1.48133 3.41154
H -1.64559 1.22595 5.72149
H 5.24008 1.97381 1.26246
O 0.41811 -0.68495 -0.90376
P 0.70662 0.02607 -2.23902
C -0.53699 0.93282 -2.99515
P -1.86103 1.62399 -2.08364
O -2.80338 0.72419 -1.36469
C -2.75875 2.64512 -3.27587
C -4.10017 2.85408 -2.97256
C -4.96404 3.53797 -3.87097
C -4.46183 4.12607 -5.03995
C -3.11172 3.82073 -5.33697
C -2.24436 3.14695 -4.46627
C -1.16970 2.81838 -0.91627
C -0.17035 3.72931 -1.37374
C 0.66641 4.34018 -0.47471
C 0.46660 4.23018 0.90771
C -0.62618 3.47077 1.36987
C -1.46744 2.82567 0.44463
C 1.01978 -1.40849 -3.34909
C 2.26493 -1.87546 -3.77352
C 2.38725 -3.08767 -4.43176
C 1.30444 -3.96882 -4.61667
C 0.03958 -3.49999 -4.18529
C -0.12097 -2.24546 -3.57533
C 2.37845 0.81229 -2.28625
C 2.64806 1.61635 -3.36514
C 3.85383 2.39092 -3.43802
C 4.85554 2.27496 -2.45999
C 4.57273 1.40438 -1.44788
C 3.32963 0.69713 -1.29517
H -3.80853 -0.37467 -6.21762
H -0.76600 0.69535 -3.98258
H -4.54075 2.46303 -2.08290
H -5.96315 3.81492 -3.59936
H -5.02374 4.71717 -5.72108
H -2.57348 4.23669 -6.40961
H -1.25270 2.93315 -4.73832
H 0.03413 3.72619 -2.37885
H 1.50593 4.81888 -0.92708
H 1.22344 4.65028 1.50999
H -0.74136 3.32402 2.43583
H -2.31258 2.28391 0.85578
H 3.05848 -1.17130 -3.81944
H 3.38449 -3.31475 -4.68241
H 1.38032 -4.91669 -5.12659
H -0.77410 -4.20967 -4.33829
H -1.06965 -1.86019 -3.31645
H 2.03057 1.73020 -4.19774
H 3.98697 3.10916 -4.19113
H 5.79873 2.87382 -2.38440
H 5.31079 1.32425 -0.59985
H 3.19096 0.06603 -0.43276
C 3.14310 -0.09461 3.04715
C 4.05545 1.16491 2.95941
C 4.58869 1.24614 4.38485
C 3.07225 2.39458 2.58951
C 5.26304 1.07021 2.03852
H 2.53638 0.15725 3.95632
H 3.70994 -0.95792 3.50123
H 2.47378 -0.46673 2.23735
H 3.66055 1.28574 5.03922
H 5.35660 2.05297 4.56069
H 5.12122 0.29977 4.68025
H 2.17271 2.56554 3.23478
H 2.75314 2.27228 1.52529
H 3.86251 3.16434 2.70938
H 5.45528 0.01097 1.38677
*
```

Computed properties:
LUMO (spin up / spin down) (eV): 3.013 / 3.614
Gap between HOMO and LUMO (spin up / spin down) (eV): 5.57 / 6.17
Energy above the lowest of the compared OMol25 structures with the same formula, charge and spin (kcal/mol): 86.5
HOMO level (spin up / spin down) (eV): -2.553 / -2.553